Entry 1:
Formula: C13H33Br6N7O14
Source: the OMol25 dataset
Level of theory: ωB97M-V/def2-TZVPD

XYZ file:
```
73
Properties=species:S:1:pos:R:3:lowdin_charge:R:1
Br 8.12444 -1.82660 1.07640 0.5427
C 6.72158 -0.56238 0.39826 -0.6308
C 6.61488 -0.64949 -1.18879 -0.6816
Br 5.12275 0.41005 -1.86959 0.5873
H 6.98231 0.46046 0.67016 0.0502
H 5.78674 -0.79585 0.90783 0.0431
H 6.49201 -1.66216 -1.57284 0.0455
H 7.51482 -0.14980 -1.54730 0.0428
Br -0.42721 -6.46912 -1.44304 0.5731
C 0.61588 -5.97285 0.17764 -0.6606
C 2.12408 -6.11356 -0.03383 -0.6285
Br 3.18821 -5.34546 1.51719 0.5208
H 0.22757 -6.38244 1.11015 0.0642
H 0.51705 -4.88756 0.15597 0.0356
H 2.49287 -5.56208 -0.89869 0.0500
H 2.43704 -7.15598 -0.09313 0.0476
Br -5.90496 -0.21357 1.95274 0.5978
C -6.45371 -1.98734 1.33193 -0.7107
C -5.68215 -3.13414 1.99555 -0.6472
Br -6.25845 -4.94215 1.32262 0.5567
H -6.39254 -2.08855 0.24837 0.0520
H -7.51640 -2.11765 1.53640 0.0514
H -5.86661 -2.88673 3.04095 0.0511
H -4.60733 -3.11667 1.81514 0.0477
C 0.14818 0.97078 -0.12504 0.0486
N 0.07995 -0.35334 0.54157 -0.4741
O 1.08879 -0.73663 1.01804 0.0876
O -1.03596 -0.86871 0.61766 0.0427
H 1.12787 1.00239 -0.60182 0.0980
H -0.08175 1.70243 0.64950 0.1066
H -0.60330 0.92039 -0.91297 0.0907
C 1.32234 5.93987 -4.92035 0.0376
N 1.53590 5.09803 -3.67056 -0.3972
O 0.90668 4.01057 -3.63599 0.0269
O 2.13211 5.69201 -2.76522 0.0559
H 2.20514 6.16535 -5.51862 0.0970
H 0.84146 6.86269 -4.59590 0.0941
H 0.53640 5.42419 -5.47214 0.0863
C -3.87924 1.41743 -3.79688 0.0411
N -4.64308 0.29186 -3.24222 -0.4633
O -4.12258 -0.79182 -3.06591 0.0639
O -5.81156 0.52965 -3.01365 0.0593
H -2.92223 1.00432 -4.11557 0.0995
H -3.81410 2.16622 -3.00746 0.0972
H -4.49353 1.88722 -4.56503 0.1037
C 3.33591 4.26628 5.90603 0.0638
N 3.48358 3.52684 4.55841 -0.4442
O 4.51569 2.85950 4.40356 0.0288
O 2.65682 3.67642 3.72516 0.0767
H 2.37609 4.77229 5.80214 0.0864
H 4.19595 4.92885 6.00310 0.0949
H 3.22287 3.54207 6.71277 0.0929
C -3.89015 4.23155 0.58767 0.0256
N -4.68016 5.12656 -0.25229 -0.4099
O -4.22158 6.24207 -0.51240 0.0595
O -5.75655 4.60609 -0.72069 0.0225
H -3.98159 4.39911 1.66082 0.1106
H -2.91150 4.54712 0.22605 0.0954
H -4.03603 3.22017 0.20829 0.0964
C -1.52835 -3.34286 -5.68041 0.0282
N -0.36428 -3.22357 -4.81606 -0.4673
O -0.36848 -2.28085 -4.03957 0.0517
O 0.59426 -3.91250 -4.99166 0.0800
H -2.27247 -2.55039 -5.60049 0.0938
H -2.06258 -4.24527 -5.38315 0.1057
H -1.19829 -3.34592 -6.71923 0.1039
C 2.73590 -2.22966 5.76394 0.0372
N 1.87091 -1.23259 6.37743 -0.4269
O 0.82156 -1.52010 6.99983 0.0443
O 2.35644 -0.08680 6.36663 0.0264
H 2.28924 -2.23842 4.76969 0.1140
H 2.70119 -3.09904 6.42049 0.1051
H 3.74488 -1.82012 5.81223 0.1021
```

Values from the calculation:
* SMILES: C[N+](=O)[O-].C[N+](=O)[O-].C[N+](=O)[O-].C[N+](=O)[O-].C[N+](=O)[O-].C[N+](=O)[O-].C[N+](=O)[O-].BrCCBr.BrCCBr.BrCCBr
* LUMO: -0.017 Eh
* Kohn-Sham gap: 9.76 eV
* total energy: -17395.09922 hartree

---

Entry 2:
Formula: C8H23LiO7
Source: the OMol25 dataset
Level of theory: ωB97M-V/def2-TZVPD

XYZ file:
```
39
Properties=species:S:1:pos:R:3:nbo_charge:R:1
Li 0.58687 -1.35915 -1.00623 0.9005
C -4.05179 0.04534 2.65214 -0.6276
C -3.12683 -0.46347 1.56171 -0.0625
O -1.90431 0.24909 1.52108 -0.9751
H -3.65506 -0.23547 3.62776 0.1900
H -5.05515 -0.34524 2.48241 0.1794
H -4.22209 1.11961 2.58110 0.2016
H -3.63617 -0.27613 0.61642 0.0859
H -2.99742 -1.54167 1.46772 0.0971
C 2.67905 0.67042 -3.91595 -0.0770
C 1.15253 0.93741 -4.37507 -0.0827
O 0.25304 -0.21228 -4.23431 -0.7608
O 2.78838 0.27400 -2.58540 -0.7431
H 3.25228 1.59043 -4.03048 0.1768
H 3.18413 -0.04636 -4.56343 0.1665
H 1.19542 1.16312 -5.44058 0.1788
H 0.66865 1.74252 -3.82212 0.1849
H -0.61186 -0.00085 -4.59326 0.4836
H 3.72342 0.27840 -2.36794 0.4815
C 0.58377 -6.27386 2.34993 -0.0921
C 1.52989 -5.07296 2.00815 -0.0910
O 1.44463 -4.81830 0.60104 -0.7562
O 1.03806 -7.50852 1.86491 -0.7147
H -0.43714 -6.06351 2.03119 0.1752
H 0.59636 -6.44543 3.42626 0.1779
H 2.56609 -5.26497 2.28659 0.1719
H 1.21844 -4.17908 2.54860 0.1919
H 1.90044 -5.48377 0.08048 0.4737
H 0.56024 -7.66815 1.04772 0.4661
C -0.72939 6.11021 0.50830 -0.0971
C 0.69690 5.72601 0.86488 -0.0981
O 1.09437 4.66821 -0.00111 -0.7377
O -1.73587 5.19641 0.91896 -0.6995
H -0.85158 6.21882 -0.56937 0.1636
H -1.07272 7.07699 0.87644 0.1772
H 0.80906 5.37321 1.89009 0.1764
H 1.30755 6.62509 0.78208 0.1881
H 0.58444 3.86006 0.09087 0.4711
H -1.32663 4.33384 0.81839 0.4557
```

Values from the calculation:
* LUMO: -0.047 Eh
* Kohn-Sham gap: 4.19 eV
* total energy: -852.60476 hartree

---

Entry 3:
Formula: C26H33N2O3
Source: the OMol25 dataset
Level of theory: ωB97M-V/def2-TZVPD

XYZ file:
```
64
Properties=species:S:1:pos:R:3:nbo_charge:R:1
C -4.73476 0.66671 2.38676 -0.3984
N -3.42594 0.35528 2.87027 -0.4464
C -3.15220 -1.04060 2.93407 -0.1973
C -1.83474 -1.40187 3.61633 -0.4604
C -0.74678 -0.38791 3.40144 0.3197
N 0.49419 -0.77810 3.85208 -0.3854
C 0.69679 -1.91862 4.75936 -0.2529
C 1.89501 -2.76015 4.33225 -0.0750
O 2.87849 -2.01547 3.61823 -0.5121
C 2.91935 -0.65482 4.09812 -0.0878
C 1.64690 0.09764 3.72709 -0.2312
C -0.99705 0.89418 2.92679 -0.4038
C -2.37219 1.26088 2.47938 -0.2174
H -4.96912 1.72630 2.55318 0.2005
H -4.85156 0.44036 1.30601 0.1669
H -5.46308 0.04130 2.92708 0.2092
H -3.98942 -1.48798 3.48511 0.2067
H -3.18892 -1.50776 1.92966 0.1571
H -2.06711 -1.51852 4.68925 0.2343
H -1.56735 -2.40138 3.25851 0.2321
H 0.89007 -1.52024 5.77205 0.1921
H -0.19432 -2.54995 4.78596 0.2345
H 2.36916 -3.16906 5.24589 0.1797
H 1.57108 -3.58005 3.67082 0.1977
H 3.03876 -0.62265 5.19948 0.1716
H 3.79610 -0.22810 3.58621 0.2132
H 1.73160 0.46065 2.69545 0.1985
H 1.55515 0.95466 4.41121 0.1946
H -0.29065 1.62472 3.30528 0.2449
H -2.38326 1.36628 1.37397 0.1561
H -2.64994 2.24624 2.88487 0.1989
C 2.23176 5.37821 7.06910 -0.2656
O 2.71453 4.42954 6.09426 -0.4625
C 2.01450 4.32696 4.93816 0.3894
C 2.49066 3.38973 3.98594 -0.2658
C 1.71148 3.05792 2.90631 -0.1381
C 0.40739 3.60175 2.74346 -0.1254
C -0.51654 2.93055 1.84540 0.0891
C -1.37486 3.83391 1.08128 -0.1723
C -1.11848 3.91319 -0.30024 -0.0764
C -1.54415 5.02424 -0.99544 -0.1023
C -2.28485 6.03188 -0.32353 0.3732
O -2.42206 7.18355 -1.02768 -0.4512
C -1.72798 6.95861 -2.32258 -0.0675
C -1.25906 5.49828 -2.37938 -0.4613
C -2.69877 5.87887 1.00729 -0.2550
C -2.32898 4.72187 1.67004 -0.1535
C 0.01105 4.65370 3.61569 -0.1437
C 0.82237 5.03738 4.67503 -0.3046
H 2.85180 5.19713 7.94512 0.2201
H 2.36387 6.41394 6.72495 0.1937
H 1.17318 5.21199 7.31438 0.1889
H 3.44038 2.89796 4.17889 0.2431
H 2.08121 2.35307 2.15441 0.2241
H -0.03865 2.17563 1.20277 0.2295
H -0.50813 3.15476 -0.80667 0.2216
H -2.44158 7.20871 -3.11289 0.2101
H -0.87862 7.65656 -2.35769 0.2014
H -0.19626 5.41227 -2.63902 0.2378
H -1.84106 4.92037 -3.11399 0.2359
H -3.29552 6.66820 1.46114 0.2468
H -2.69550 4.51879 2.67674 0.2273
H -0.94190 5.17100 3.51105 0.2341
H 0.50387 5.84534 5.33947 0.2388
```

Values from the calculation:
* charge: +1
* LUMO: -0.179 Eh
* Kohn-Sham gap: 5.43 eV
* total energy: -1345.36411 hartree

---

Entry 4:
Formula: C26H48Br9F6N5O9
Source: the OMol25 dataset
Level of theory: ωB97M-V/def2-TZVPD

XYZ file:
```
103
Properties=species:S:1:pos:R:3:lowdin_charge:R:1
C 0.33680 1.59547 1.08571 -0.0177
C 0.56692 0.47690 0.09884 -0.5931
O 0.63352 0.69373 -1.11828 -0.0212
N 0.68528 -0.76001 0.60258 0.0139
C 0.96616 -1.95069 -0.15143 -0.0587
H 0.92706 2.46290 0.80569 0.0744
H 0.51880 1.25634 2.10483 0.0858
H -0.72053 1.86368 0.99124 0.0756
H 0.71767 -0.83906 1.61118 0.0988
H 0.51265 -2.80310 0.34950 0.0808
H 2.04892 -2.12439 -0.22044 0.0836
H 0.60795 -1.89859 -1.17562 0.0825
C 3.04333 -0.79256 -3.91072 0.0054
C 3.43634 0.66079 -3.88425 -0.5597
O 4.36203 1.09198 -4.56392 0.0231
N 2.72734 1.43780 -3.03742 -0.0154
C 3.01229 2.80582 -2.83245 -0.1448
H 2.20660 -0.99264 -3.23271 0.0631
H 3.87567 -1.42394 -3.61388 0.0823
H 2.67311 -1.05020 -4.90170 0.0824
H 2.00384 1.01371 -2.46644 0.0665
H 2.61840 3.21838 -1.90621 0.0389
H 2.53862 3.45621 -3.58172 0.0903
H 4.08935 2.94861 -2.87181 0.0650
C 0.47783 4.23534 2.98119 0.0134
C 1.94084 4.25248 3.41314 -0.4917
O 2.54758 3.20121 3.72650 -0.0169
N 2.56572 5.45274 3.31064 0.0147
C 4.00601 5.58909 3.45195 -0.0694
H 0.22728 5.15142 2.44451 0.0815
H -0.15465 4.06177 3.84524 0.0900
H 0.37654 3.43857 2.24698 0.0230
H 2.01561 6.27937 3.19411 0.1267
H 4.55523 4.89939 2.82179 0.0118
H 4.32051 5.43219 4.48670 0.0917
H 4.24344 6.61108 3.16213 0.0890
C 3.64225 0.17249 4.32243 -0.0078
C 2.54984 -0.84289 4.53896 -0.5645
O 1.64207 -0.98569 3.72592 0.0159
N 2.62831 -1.64821 5.60681 -0.0089
C 1.57043 -2.60015 5.90590 -0.0769
H 4.27070 -0.19242 3.51377 0.0557
H 4.19285 0.39410 5.23449 0.0853
H 3.11654 1.07865 4.02388 0.0509
H 3.37304 -1.57616 6.27203 0.1212
H 1.78712 -3.10349 6.83913 0.0829
H 1.46708 -3.34256 5.11088 0.0768
H 0.62343 -2.05790 5.90822 0.0874
C -0.78448 -7.22092 -1.13693 -0.0001
C -1.35948 -5.90455 -1.60592 -0.5756
O -0.79267 -4.84939 -1.43691 0.0430
N -2.53061 -6.01228 -2.24471 0.0120
C -3.24670 -4.90208 -2.84430 -0.0863
H -1.56936 -7.87208 -0.73727 0.0786
H -0.09943 -7.00627 -0.32990 0.0774
H -0.34836 -7.78428 -1.95975 0.0850
H -2.93826 -6.91846 -2.37221 0.1315
H -2.76710 -3.94192 -2.67053 0.0312
H -4.24435 -4.84138 -2.40037 0.0770
H -3.34505 -5.04327 -3.92105 0.0685
C -3.74201 -2.84484 -5.71941 -0.0499
C -3.14922 -1.55559 -6.27067 -0.2051
O -2.63676 -0.75405 -5.21304 0.0306
C -2.30042 0.47885 -5.52937 -0.4068
O -2.57939 1.04986 -6.53504 0.1820
C -1.58611 1.23960 -4.41879 -0.5820
F -2.23376 2.35759 -4.15277 0.1834
F -1.47215 0.55276 -3.28686 0.1435
F -0.36665 1.54445 -4.84264 0.1831
H -4.67307 -3.01477 -6.25246 0.0811
H -4.05428 -2.64751 -4.69185 0.0541
H -3.01868 -3.64697 -5.76684 0.0706
H -3.92580 -1.01223 -6.81517 0.1238
H -2.39170 -1.71628 -7.04055 0.1349
C -5.58948 3.15918 3.33741 -0.0558
C -4.84941 3.95819 2.28798 -0.1847
O -4.43515 3.05881 1.23577 0.0367
C -4.76300 3.39794 0.02495 -0.4436
O -5.44129 4.29291 -0.29647 0.1922
C -4.15368 2.43988 -1.01437 -0.5650
F -3.87582 3.10334 -2.11581 0.1899
F -3.02666 1.91223 -0.53214 0.0977
F -5.01460 1.44694 -1.29391 0.1233
H -5.76296 3.76794 4.22812 0.0814
H -5.11171 2.22405 3.61234 0.0778
H -6.59322 2.93439 2.96305 0.0845
H -3.94788 4.43808 2.67583 0.1260
H -5.45593 4.75784 1.87268 0.1177
C -3.24716 -2.05704 0.03775 -1.5946
Br -2.85030 -0.59960 1.24347 0.6575
Br -3.73488 -1.46133 -1.74316 0.6723
Br -4.44214 -3.36060 0.75388 0.6080
H -2.28790 -2.52591 -0.12567 -0.0542
C 4.30951 -3.74852 2.70494 -1.6366
Br 3.75191 -5.39233 1.85122 0.5573
Br 5.69979 -2.94499 1.64820 0.5772
Br 4.83194 -4.08563 4.52613 0.5874
H 3.43669 -3.11356 2.73748 -0.0456
C 4.36869 2.48843 1.12654 -1.5823
Br 3.88546 0.96490 0.06653 0.7152
Br 4.72035 4.00128 -0.00397 0.6452
Br 5.84443 2.24211 2.36971 0.6151
H 3.51648 2.71955 1.74894 -0.0690
```

Values from the calculation:
* LUMO: 0.000 Eh
* Kohn-Sham gap: 8.53 eV
* total energy: -25735.84843 hartree